Entry 1:
16
Properties=species:S:1:pos:R:3:forces:R:3:nbo_charge:R:1 method="wB97M-V/def2-TZVPD" total_charge=+1 e_above_lowest_kj_mol=449.10 homo_lumo_gap_ev=11.74 largest_force_ev_per_a=4.7
C 0.203 0.909 2.092 -1.4 -2.2 2.5 -0.02
C 0.513 1.949 1.447 0.1 2.3 -1.3 0.04
C -1.266 -0.694 0.137 0.8 0.3 -2.4 -0.65
C 0.879 -0.625 -1.324 -0.5 2.1 0.5 -0.65
C -0.106 0.087 -0.439 -2.3 3.9 -1.4 0.04
N 0.694 0.595 0.763 1.8 0.6 -1.6 -0.42
H -0.228 0.248 2.931 0.9 1.5 -1.5 0.31
H 0.584 3.077 1.174 0.0 -2.5 0.5 0.32
H -1.603 -0.006 0.934 -1.3 -1.1 -0.6 0.22
H -1.853 -1.075 -0.792 0.1 1.1 2.2 0.27
H -0.754 -1.565 0.485 -0.2 -0.9 1.0 0.21
H 0.477 -0.794 -2.313 0.4 -0.1 -0.1 0.27
H 1.252 -1.446 -0.814 0.1 -2.4 0.6 0.22
H 1.746 0.008 -1.250 0.6 0.6 -1.4 0.21
H -0.620 1.235 -1.105 1.8 -3.5 2.2 0.21
H 1.686 0.294 0.613 -0.9 0.4 0.8 0.42


Entry 2:
18
Properties=species:S:1:pos:R:3:forces:R:3:nbo_charge:R:1 method="wB97M-V/def2-TZVPD" total_charge=-1 e_above_lowest_kj_mol=178.92 homo_lumo_gap_ev=6.03 largest_force_ev_per_a=7.2 smiles=NCNCCC[S-]
C 0.665 1.079 -0.260 1.1 2.7 -0.8 -0.22
N 1.317 0.617 0.949 2.8 -3.6 -2.3 -0.64
C 1.480 -0.912 0.874 -6.0 3.7 1.4 -0.04
N 0.125 -1.508 1.085 0.4 -1.1 0.7 -0.89
C -0.861 1.083 -0.318 0.3 -3.2 1.7 -0.46
C -1.446 0.154 -1.416 1.1 0.1 -0.3 -0.54
S -3.149 -0.291 -1.133 -0.6 -0.3 0.1 -0.69
H 1.090 0.523 -1.149 -0.3 0.6 1.0 0.18
H 1.027 2.190 -0.349 -0.5 -1.7 -0.3 0.16
H 0.857 0.825 1.775 -1.4 0.5 1.6 0.35
H 1.859 -1.180 -0.008 1.9 -0.7 -3.6 0.15
H 1.970 -1.315 1.653 2.4 -0.8 2.7 0.16
H -0.592 -1.461 0.357 0.6 0.0 0.1 0.40
H 0.216 -2.469 1.458 -0.3 0.8 -0.6 0.34
H -1.218 0.716 0.709 0.3 0.2 -1.4 0.21
H -1.215 2.054 -0.339 -0.9 2.0 -0.6 0.20
H -0.777 -0.780 -1.480 -0.7 1.2 0.0 0.15
H -1.345 0.675 -2.407 0.1 -0.4 0.7 0.18


Entry 3:
14
Properties=species:S:1:pos:R:3:forces:R:3:nbo_charge:R:1 method="wB97M-V/def2-TZVPD" e_above_lowest_kj_mol=239.87 homo_lumo_gap_ev=10.74 largest_force_ev_per_a=4.6 smiles="O=CO.CCO"
C -1.696 -0.307 -0.258 1.7 0.8 1.5 -0.06
O -0.408 -0.813 -0.636 -0.3 -0.5 -0.5 -0.73
C -1.546 0.058 1.247 0.7 -0.7 -1.5 -0.63
H -1.923 0.530 -0.930 -0.3 0.1 0.5 0.16
H -2.469 -1.027 -0.343 -0.5 -1.0 -0.5 0.16
H -0.077 -0.244 -1.325 0.1 0.0 -0.4 0.46
H -1.260 1.059 1.341 0.1 1.8 0.3 0.20
H -2.423 -0.164 1.762 -1.7 0.0 1.0 0.20
H -0.747 -0.473 1.766 0.0 -0.5 -0.6 0.23
O 2.013 0.407 0.778 -0.2 -1.7 -3.0 -0.57
C 2.357 -0.068 -0.300 3.9 -1.6 1.8 0.64
O 2.947 0.680 -1.271 -3.5 2.9 0.1 -0.69
H 2.828 -1.219 -0.659 -2.3 2.6 1.6 0.13
H 2.403 1.582 -1.172 2.2 -2.1 -0.4 0.48


Entry 4:
11
Properties=species:S:1:pos:R:3:forces:R:3:nbo_charge:R:1 method="wB97M-V/def2-TZVPD" e_above_lowest_kj_mol=281.56 homo_lumo_gap_ev=8.44 largest_force_ev_per_a=3.7 smiles="C1=NSC=NSC1"
C 0.489 -0.296 -1.123 0.6 -1.1 -1.9 -0.71
C -1.515 0.360 1.047 -2.7 1.0 0.6 -0.13
C 1.385 -0.228 0.041 2.6 -0.1 2.5 0.11
H -0.104 -1.202 -1.283 -0.1 -0.2 1.1 0.26
H 1.122 -0.431 -2.078 -0.7 0.9 1.4 0.27
H -2.556 0.445 1.576 2.2 -0.6 0.1 0.22
H 2.488 -0.076 -0.234 -1.5 -0.5 0.4 0.19
N -1.716 0.928 -0.090 0.9 -1.2 0.9 -0.60
N 1.222 -0.280 1.345 1.0 0.3 -3.5 -0.59
S -0.632 1.054 -1.345 -0.1 1.1 -0.8 0.47
S -0.183 -0.273 2.143 -2.2 0.4 -0.8 0.52


Entry 5:
8
Properties=species:S:1:pos:R:3:forces:R:3:nbo_charge:R:1 method="wB97M-V/def2-TZVPD" e_above_lowest_kj_mol=40.03 homo_lumo_gap_ev=10.78 largest_force_ev_per_a=1.7 smiles=Sc1nnn[nH]1
C -0.323 -0.216 -0.120 0.3 1.1 -0.1 0.16
H -2.333 -0.510 1.034 0.1 0.1 -0.5 0.16
H 0.305 1.861 -0.008 0.5 -1.2 -0.3 0.44
N 0.382 -1.299 -0.148 1.2 -0.3 -0.1 -0.30
N 1.706 -0.911 -0.182 -0.6 0.7 0.0 -0.06
N 1.819 0.376 -0.187 -1.6 -0.5 0.3 -0.04
N 0.536 0.858 -0.130 -0.3 -0.1 0.0 -0.39
S -2.092 -0.158 -0.258 0.4 0.2 0.7 0.03


Entry 6:
25
Properties=species:S:1:pos:R:3:forces:R:3:nbo_charge:R:1 method="wB97M-V/def2-TZVPD" total_charge=+1 e_above_lowest_kj_mol=382.12 homo_lumo_gap_ev=6.79 largest_force_ev_per_a=4.4
C -2.467 0.807 -2.617 0.5 1.3 0.5 -0.28
C -2.689 -0.273 -1.925 0.5 -1.3 2.7 0.06
C -1.854 1.821 -1.839 1.1 0.6 0.3 -0.11
C -1.597 1.257 -0.639 0.5 2.5 0.4 0.10
C 1.355 -0.994 -0.002 -1.3 0.7 -1.1 -0.47
C 1.575 -0.300 1.289 -0.7 -0.6 0.2 -0.26
C 0.289 -1.041 0.994 0.3 1.9 -0.4 0.51
C -1.591 3.215 -2.302 -0.2 1.4 -0.6 -0.65
C 2.378 -0.962 2.369 1.1 -1.1 0.4 -0.62
N -0.884 -1.387 1.453 3.3 -1.3 -2.0 -0.59
O -2.129 0.061 -0.508 -1.5 -3.2 -2.5 -0.49
H -2.589 0.970 -3.620 -0.8 0.0 -2.4 0.24
H -3.103 -1.262 -2.268 0.6 1.1 1.4 0.24
H 1.296 -0.289 -0.827 -0.7 -0.1 -0.1 0.29
H 1.854 -1.838 -0.340 0.8 -1.9 -0.2 0.27
H 1.551 0.760 1.058 0.0 0.1 0.9 0.27
H -1.122 3.295 -3.347 0.2 -0.3 1.8 0.23
H -2.580 3.662 -2.573 0.5 -0.1 0.7 0.23
H -1.112 3.871 -1.475 -0.6 -1.1 -1.7 0.23
H 2.103 -0.468 3.298 0.1 -0.5 0.3 0.24
H 3.531 -0.936 2.305 -1.9 0.2 -0.4 0.27
H 2.071 -2.072 2.343 0.6 1.5 0.5 0.21
H -1.062 1.748 0.219 -0.9 -0.9 -0.7 0.19
H -0.872 -1.332 2.442 -1.2 0.1 1.2 0.43
H -1.294 -2.178 0.929 -0.6 0.8 0.7 0.45


Entry 7:
11
Properties=species:S:1:pos:R:3:forces:R:3:nbo_charge:R:1 method="wB97M-V/def2-TZVPD" e_above_lowest_kj_mol=152.35 homo_lumo_gap_ev=9.59 largest_force_ev_per_a=0.5
O 1.517 0.333 -2.158 -0.4 0.2 0.3 -0.52
C 0.808 0.677 -1.240 0.2 -0.2 -0.3 0.40
C -0.597 0.194 -1.064 -0.1 0.0 0.1 -0.22
C -1.090 -0.287 0.080 0.1 0.1 0.0 -0.25
C -0.233 -0.474 1.262 0.4 0.0 0.0 0.09
N 1.033 -0.411 1.137 -0.3 -0.1 0.2 -0.60
H -1.227 0.277 -1.942 0.0 0.0 0.0 0.23
H 1.135 1.420 -0.495 0.1 0.0 -0.1 0.13
H -2.142 -0.545 0.174 0.2 0.0 -0.1 0.22
H -0.726 -0.674 2.220 0.0 0.1 -0.1 0.17
H 1.522 -0.510 2.026 -0.1 0.0 0.0 0.35


Entry 8:
48
Properties=species:S:1:pos:R:3:forces:R:3:nbo_charge:R:1 method="wB97M-V/def2-TZVPD" e_above_lowest_kj_mol=55.67 homo_lumo_gap_ev=8.36 largest_force_ev_per_a=0.8 smiles="CCOC(=O)CCCNC(=O)CSc1nc2ccc(OCC)cc2[nH]1"
C -0.847 -0.525 -2.203 0.0 -0.4 0.2 -0.64
C -1.296 -1.965 -2.007 -0.4 0.4 -0.1 -0.08
H -1.315 -2.508 -2.953 0.0 0.0 0.1 0.19
H -2.286 -1.993 -1.539 0.1 -0.1 -0.1 0.20
O -0.377 -2.686 -1.183 0.2 -0.2 -0.3 -0.51
C -0.492 -2.540 0.138 0.1 -0.3 0.2 0.81
O -1.341 -1.874 0.672 -0.1 0.1 0.1 -0.62
C 0.590 -3.307 0.868 0.0 0.2 0.1 -0.50
C 1.672 -2.334 1.353 0.1 0.0 -0.2 -0.39
H 2.309 -2.831 2.086 0.0 0.1 0.0 0.21
H 1.183 -1.491 1.846 0.0 0.0 0.1 0.21
C 2.526 -1.807 0.201 0.1 -0.1 0.0 -0.23
N 3.216 -0.604 0.608 -0.3 -0.2 0.3 -0.64
C 4.357 -0.179 0.039 0.0 0.3 0.4 0.66
O 5.047 -0.830 -0.715 0.3 -0.1 -0.3 -0.63
C 4.729 1.242 0.469 -0.3 0.1 -0.2 -0.60
H 5.795 1.404 0.321 -0.1 0.0 0.0 0.26
H 4.437 1.453 1.496 0.1 0.0 0.0 0.25
S 3.923 2.483 -0.602 0.3 0.1 -0.1 0.28
C 2.263 2.343 -0.102 0.1 -0.2 0.4 0.23
N 1.829 1.695 0.944 0.4 0.4 0.0 -0.55
C 0.457 1.773 0.884 -0.5 0.3 -0.5 0.13
C -0.511 1.214 1.703 0.2 0.2 -0.2 -0.20
C -1.834 1.387 1.357 -0.3 0.0 0.0 -0.29
C -2.209 2.110 0.215 0.3 0.1 -0.1 0.31
C -1.246 2.710 -0.594 -0.2 0.0 0.0 -0.29
C 0.077 2.524 -0.250 -0.4 -0.4 0.6 0.11
N 1.259 2.887 -0.853 0.2 0.1 -0.1 -0.55
H 1.378 3.430 -1.691 0.0 -0.1 0.0 0.43
H -1.549 3.270 -1.463 -0.1 0.1 -0.1 0.23
O -3.497 2.297 -0.190 0.2 0.2 -0.1 -0.50
C -4.524 1.491 0.355 -0.3 -0.3 0.0 -0.06
C -4.425 0.032 -0.083 0.1 0.4 0.1 -0.65
H -5.273 -0.523 0.309 -0.1 -0.1 0.0 0.22
H -3.507 -0.424 0.280 0.0 -0.1 0.0 0.23
H -4.438 -0.026 -1.169 0.0 0.0 -0.1 0.21
H -4.544 1.570 1.449 0.0 0.1 -0.1 0.17
H -5.443 1.938 -0.035 0.1 -0.1 0.1 0.19
H -2.585 0.938 1.985 -0.1 -0.1 0.0 0.22
H -0.240 0.647 2.579 0.0 -0.1 0.1 0.22
H 2.641 0.105 1.073 0.3 -0.2 -0.1 0.43
H 1.884 -1.590 -0.664 0.1 -0.1 0.0 0.19
H 3.275 -2.538 -0.112 -0.1 0.0 0.0 0.22
H 0.133 -3.796 1.729 0.0 0.0 -0.1 0.24
H 1.019 -4.053 0.201 0.0 -0.1 0.0 0.23
H -0.814 -0.012 -1.245 0.0 0.1 0.1 0.23
H 0.142 -0.497 -2.655 0.1 0.0 -0.1 0.21
H -1.547 -0.008 -2.851 -0.1 0.1 -0.1 0.22